DFT (ωB97M-V/def2-TZVPD) results for 10 unconnected molecules or ions with the total composition C55H118F15N5O15 in a non-equilibrium geometry.

**Energy**: -137852.9447 eV
**Kohn-Sham gap (alpha / beta)**: 1.85 / 4.59 eV
**Spin multiplicity**: 2
**Net charge**: -1
**HOMO level (alpha / beta)**: -0.892 / -3.626 eV

Each atom is followed by the atoms it is bonded to, with distances in Å.
Positions of all 208 atoms, in Å:
1 C 0.158 -0.554 -1.551  C2 1.496, H8 1.090, H9 1.090, H10 1.090
2 C -0.599 -0.288 -0.288  C1 1.496, O3 1.237, N4 1.562
3 O -1.226 0.754 -0.062  C2 1.237
4 N -0.251 -1.280 0.866  C2 1.562, H5 1.010, H6 1.010, C7 1.536
5 H -0.265 -2.238 0.546  N4 1.010
6 H 0.742 -1.235 1.049  N4 1.010
7 C -1.197 -1.072 2.058  N4 1.536, H11 1.090, H12 1.090, H13 1.090
8 H 1.228 -0.373 -1.445  C1 1.090
9 H -0.133 0.154 -2.327  C1 1.090
10 H 0.086 -1.570 -1.938  C1 1.090
11 H -0.689 -1.628 2.847  C7 1.090
12 H -2.155 -1.515 1.788  C7 1.090
13 H -1.459 -0.050 2.331  C7 1.090
14 C -7.295 -1.227 -5.540  C15 1.549, H24 1.090, H25 1.090, H26 1.090
15 C -6.623 -2.143 -4.486  C14 1.549, N16 1.546, H27 1.090, H28 1.090
16 N -5.647 -1.571 -3.434  C15 1.546, C17 1.556, C18 1.598, C20 1.488
17 C -5.338 -2.869 -2.632  N16 1.556, H29 1.090, H30 1.090, H31 1.090
18 C -4.294 -1.081 -4.128  N16 1.598, C19 1.577, H32 1.090, H33 1.090
19 C -3.262 -0.369 -3.171  C18 1.577, H34 1.090, H35 1.090, H36 1.090
20 C -6.302 -0.478 -2.665  N16 1.488, C21 1.512, H37 1.090, H38 1.090
21 C -5.881 -0.074 -1.269  C20 1.512, O22 1.391, H39 1.090, H40 1.090
22 O -5.403 -1.052 -0.403  C21 1.391, C23 1.445
23 C -5.075 -0.636 0.941  O22 1.445, H41 1.090, H42 1.090, H43 1.090
24 H -8.066 -1.649 -6.184  C14 1.090
25 H -6.536 -0.977 -6.281  C14 1.090
26 H -7.818 -0.400 -5.061  C14 1.090
27 H -6.011 -2.938 -4.913  C15 1.090
28 H -7.418 -2.638 -3.928  C15 1.090
29 H -4.470 -2.748 -1.984  C17 1.090
30 H -5.232 -3.793 -3.200  C17 1.090
31 H -6.224 -3.005 -2.011  C17 1.090
32 H -4.672 -0.269 -4.748  C18 1.090
33 H -3.836 -1.941 -4.617  C18 1.090
34 H -3.334 -0.931 -2.239  C19 1.090
35 H -3.493 0.695 -3.138  C19 1.090
36 H -2.375 -0.465 -3.796  C19 1.090
37 H -7.301 -0.907 -2.596  C20 1.090
38 H -6.535 0.346 -3.339  C20 1.090
39 H -6.731 0.369 -0.750  C21 1.090
40 H -5.037 0.615 -1.285  C21 1.090
41 H -4.562 -1.450 1.454  C23 1.090
42 H -6.045 -0.485 1.414  C23 1.090
43 H -4.565 0.328 0.932  C23 1.090
44 C 4.826 -3.526 0.331  C45 1.549, H54 1.090, H55 1.090, H56 1.090
45 C 5.194 -4.286 -0.968  C44 1.549, N46 1.618, H57 1.090, H58 1.090
46 N 3.999 -5.081 -1.714  C45 1.618, C47 1.562, C48 1.606, C50 1.596
47 C 4.475 -5.714 -3.060  N46 1.562, H59 1.090, H60 1.090, H61 1.090
48 C 3.329 -6.277 -0.876  N46 1.606, C49 1.553, H62 1.090, H63 1.090
49 C 4.311 -7.377 -0.390  C48 1.553, H64 1.090, H65 1.090, H66 1.090
50 C 2.757 -4.130 -2.027  N46 1.596, C51 1.601, H67 1.090, H68 1.090
51 C 3.016 -2.920 -3.043  C50 1.601, O52 1.387, H69 1.090, H70 1.090
52 O 4.091 -2.116 -2.694  C51 1.387, C53 1.450
53 C 4.949 -1.578 -3.731  O52 1.450, H71 1.090, H72 1.090, H73 1.090
54 H 4.149 -4.022 1.027  C44 1.090
55 H 4.180 -2.694 0.050  C44 1.090
56 H 5.723 -3.174 0.840  C44 1.090
57 H 5.880 -5.116 -0.800  C45 1.090
58 H 5.694 -3.703 -1.741  C45 1.090
59 H 3.620 -6.252 -3.467  C47 1.090
60 H 5.287 -6.311 -2.645  C47 1.090
61 H 4.938 -4.871 -3.574  C47 1.090
62 H 2.535 -6.775 -1.432  C48 1.090
63 H 2.839 -5.878 0.012  C48 1.090
64 H 3.842 -8.022 0.353  C49 1.090
65 H 5.148 -6.861 0.081  C49 1.090
66 H 4.473 -7.982 -1.282  C49 1.090
67 H 2.300 -3.749 -1.114  C50 1.090
68 H 2.077 -4.812 -2.539  C50 1.090
69 H 2.217 -2.206 -3.237  C51 1.090
70 H 3.239 -3.415 -3.989  C51 1.090
71 H 5.169 -2.147 -4.635  C53 1.090
72 H 5.918 -1.228 -3.373  C53 1.090
73 H 4.632 -0.563 -3.970  C53 1.090
74 C -4.513 6.573 3.671  C75 1.528, H84 1.090, H85 1.090, H86 1.090
75 C -3.783 5.467 2.910  C74 1.528, N76 1.567, H87 1.090, H88 1.090
76 N -3.765 4.176 3.800  C75 1.567, C77 1.581, C78 1.572, C80 1.557
77 C -3.216 2.975 2.933  N76 1.581, H89 1.090, H90 1.090, H91 1.090
78 C -2.914 4.348 5.110  N76 1.572, C79 1.560, H92 1.090, H93 1.090
79 C -1.373 4.526 4.937  C78 1.560, H94 1.090, H95 1.090, H96 1.090
80 C -5.224 3.759 4.147  N76 1.557, C81 1.497, H97 1.090, H98 1.090
81 C -6.266 3.853 3.076  C80 1.497, O82 1.417, H99 1.090, H100 1.090
82 O -6.058 3.271 1.801  C81 1.417, C83 1.416
83 C -7.236 3.268 1.014  O82 1.416, H101 1.090, H102 1.090, H103 1.090
84 H -5.199 7.143 3.045  C74 1.090
85 H -3.792 7.331 3.976  C74 1.090
86 H -4.995 6.320 4.616  C74 1.090
87 H -2.723 5.659 2.739  C75 1.090
88 H -4.363 5.218 2.022  C75 1.090
89 H -3.691 2.927 1.953  C77 1.090
90 H -3.265 2.021 3.459  C77 1.090
91 H -2.167 3.193 2.729  C77 1.090
92 H -3.230 3.423 5.592  C78 1.090
93 H -3.273 5.240 5.624  C78 1.090
94 H -1.046 5.321 4.268  C79 1.090
95 H -1.004 3.587 4.525  C79 1.090
96 H -0.938 4.781 5.903  C79 1.090
97 H -5.546 4.294 5.040  C80 1.090
98 H -5.205 2.726 4.493  C80 1.090
99 H -6.624 4.870 2.912  C81 1.090
100 H -7.041 3.300 3.606  C81 1.090
101 H -8.142 3.303 1.619  C83 1.090
102 H -7.348 2.410 0.351  C83 1.090
103 H -7.282 4.226 0.496  C83 1.090
104 C 3.721 1.098 -1.883  C105 1.613, H114 1.090, H115 1.090, H116 1.090
105 C 4.602 0.455 -0.695  C104 1.613, N106 1.584, H117 1.090, H118 1.090
106 N 5.365 1.459 0.265  C105 1.584, C107 1.506, C108 1.527, C110 1.586
107 C 6.145 2.354 -0.661  N106 1.506, H119 1.090, H120 1.090, H121 1.090
108 C 4.306 2.281 0.995  N106 1.527, C109 1.598, H122 1.090, H123 1.090
109 C 4.968 3.544 1.717  C108 1.598, H124 1.090, H125 1.090, H126 1.090
110 C 6.114 0.601 1.368  N106 1.586, C111 1.545, H127 1.090, H128 1.090
111 C 7.506 0.014 1.044  C110 1.545, O112 1.416, H129 1.090, H130 1.090
112 O 7.231 -0.885 -0.015  C111 1.416, C113 1.405
113 C 8.335 -1.563 -0.557  O112 1.405, H131 1.090, H132 1.090, H133 1.090
114 H 3.226 0.292 -2.425  C104 1.090
115 H 4.167 1.767 -2.618  C104 1.090
116 H 2.794 1.419 -1.406  C104 1.090
117 H 5.282 -0.361 -0.940  C105 1.090
118 H 3.995 -0.169 -0.040  C105 1.090
119 H 7.018 2.624 -0.067  C107 1.090
120 H 5.587 3.166 -1.127  C107 1.090
121 H 6.494 1.672 -1.437  C107 1.090
122 H 3.827 1.590 1.688  C108 1.090
123 H 3.530 2.706 0.358  C108 1.090
124 H 5.758 3.254 2.409  C109 1.090
125 H 4.198 3.946 2.376  C109 1.090
126 H 5.422 4.157 0.938  C109 1.090
127 H 5.303 -0.113 1.519  C110 1.090
128 H 6.191 1.170 2.294  C110 1.090
129 H 7.926 -0.564 1.867  C111 1.090
130 H 8.202 0.811 0.782  C111 1.090
131 H 7.915 -2.479 -0.973  C113 1.090
132 H 9.086 -1.813 0.192  C113 1.090
133 H 8.717 -1.138 -1.486  C113 1.090
134 C -1.259 -4.940 -1.383  O135 1.438, O136 1.428, C137 1.531, H148 1.090
135 O -1.843 -4.354 -2.558  C134 1.438, C141 1.457
136 O -0.219 -4.050 -0.975  C134 1.428
137 C -2.373 -5.308 -0.400  C134 1.531, F138 1.355, F139 1.368, F140 1.378
138 F -1.913 -5.968 0.690  C137 1.355
139 F -3.064 -4.229 0.077  C137 1.368
140 F -3.393 -6.060 -0.943  C137 1.378
141 C -1.238 -4.490 -3.877  O135 1.457, C142 1.503, H146 1.090, H147 1.090
142 C -1.767 -3.583 -4.953  C141 1.503, H143 1.090, H144 1.090, H145 1.090
143 H -1.311 -3.717 -5.934  C142 1.090
144 H -2.845 -3.708 -5.063  C142 1.090
145 H -1.568 -2.553 -4.658  C142 1.090
146 H -1.565 -5.485 -4.176  C141 1.090
147 H -0.148 -4.480 -3.900  C141 1.090
148 H -0.941 -5.910 -1.765  C134 1.090
149 C 0.054 6.429 1.386  O150 1.474, O151 1.384, C152 1.591, H163 1.090
150 O 0.050 5.102 2.027  C149 1.474, C156 1.436
151 O -0.409 7.354 2.305  C149 1.384
152 C 1.385 6.727 0.566  C149 1.591, F153 1.321, F154 1.280, F155 1.368
153 F 1.231 7.739 -0.268  C152 1.321
154 F 2.383 6.992 1.322  C152 1.280
155 F 1.933 5.696 -0.145  C152 1.368
156 C -0.087 4.014 1.100  O150 1.436, C157 1.499, H161 1.090, H162 1.090
157 C 0.454 2.899 1.943  C156 1.499, H158 1.090, H159 1.090, H160 1.090
158 H 0.446 3.008 3.027  C157 1.090
159 H -0.051 1.954 1.739  C157 1.090
160 H 1.505 2.803 1.669  C157 1.090
161 H 0.392 4.114 0.125  C156 1.090
162 H -1.128 3.841 0.830  C156 1.090
163 H -0.760 6.313 0.671  C149 1.090
164 C 1.702 2.762 -6.347  O165 1.442, O166 1.370, C167 1.598, H178 1.090
165 O 2.620 3.795 -5.936  C164 1.442, C171 1.439
166 O 1.979 2.447 -7.651  C164 1.370
167 C 1.367 1.575 -5.329  C164 1.598, F168 1.308, F169 1.334, F170 1.328
168 F 0.476 0.737 -5.791  C167 1.308
169 F 2.332 0.738 -4.945  C167 1.334
170 F 0.874 1.919 -4.145  C167 1.328
171 C 2.083 4.953 -5.271  O165 1.439, C172 1.558, H176 1.090, H177 1.090
172 C 3.205 5.758 -4.549  C171 1.558, H173 1.090, H174 1.090, H175 1.090
173 H 3.786 5.023 -3.991  C172 1.090
174 H 3.839 6.336 -5.221  C172 1.090
175 H 2.905 6.442 -3.755  C172 1.090
176 H 1.445 4.600 -4.461  C171 1.090
177 H 1.417 5.636 -5.798  C171 1.090
178 H 0.684 3.147 -6.282  C164 1.090
179 C 2.683 -1.510 3.119  O180 1.441, O181 1.382, C182 1.646, H193 1.090
180 O 1.625 -2.421 3.474  C179 1.441, C186 1.441
181 O 2.616 -1.211 1.772  C179 1.382
182 C 2.861 -0.165 4.052  C179 1.646, F183 1.335, F184 1.437, F185 1.337
183 F 4.127 0.253 4.109  C182 1.335
184 F 1.956 0.876 3.650  C182 1.437
185 F 2.490 -0.554 5.276  C182 1.337
186 C 1.454 -3.715 2.862  O180 1.441, C187 1.568, H191 1.090, H192 1.090
187 C 0.851 -4.762 3.861  C186 1.568, H188 1.090, H189 1.090, H190 1.090
188 H 0.621 -5.641 3.259  C187 1.090
189 H 1.599 -5.012 4.614  C187 1.090
190 H 0.035 -4.307 4.422  C187 1.090
191 H 2.405 -4.183 2.610  C186 1.090
192 H 0.948 -3.601 1.904  C186 1.090
193 H 3.585 -2.066 3.379  C179 1.090
194 C -3.975 -0.711 4.781  O195 1.446, O196 1.421, C197 1.579, H208 1.090
195 O -2.714 -0.054 4.518  C194 1.446, C201 1.441
196 O -4.953 0.106 4.154  C194 1.421
197 C -3.817 -2.270 4.586  C194 1.579, F198 1.285, F199 1.365, F200 1.310
198 F -3.975 -2.602 3.355  C197 1.285
199 F -2.602 -2.731 5.002  C197 1.365
200 F -4.755 -2.952 5.196  C197 1.310
201 C -1.921 0.312 5.664  O195 1.441, C202 1.548, H206 1.090, H207 1.090
202 C -0.579 0.808 5.072  C201 1.548, H203 1.090, H204 1.090, H205 1.090
203 H 0.123 1.126 5.843  C202 1.090
204 H -0.012 -0.090 4.828  C202 1.090
205 H -0.629 1.544 4.269  C202 1.090
206 H -1.577 -0.525 6.272  C201 1.090
207 H -2.332 1.162 6.208  C201 1.090
208 H -4.179 -0.503 5.831  C194 1.090